1.
C41H111ClN10O13Ti2 as an isolated structure in a non-equilibrium geometry. Source: the OMol25 dataset; level of theory: ωB97M-V with the def2-TZVPD basis set.

Its total charge is 0. The LUMO energy (spin up / spin down) is 0.17 / -0.11 eV. The expectation value of S² is 12.004. The calculation puts the HOMO-LUMO gap (spin up / spin down) at 4.232 / 8.397 eV. For the calculated total energy, the calculation gives -5313.197317 Eh. The spin multiplicity is 7. Its HOMO energy (spin up / spin down) is -4.06 / -8.51 eV.

Last column: Mulliken charge in e.
Atoms and positions in Å:
Ti 0.48 -2.81 20.83  0.2438
Ti -1.75 0.17 19.27  0.2530
Cl -1.26 -2.33 18.12  -0.8127
O -0.36 2.06 19.08  0.5194
O 1.78 -3.67 15.90  -0.0198
O -5.97 -1.59 18.88  -0.4729
O -5.92 -0.66 24.01  -0.4873
O -7.92 6.53 19.18  -0.4001
O 5.47 -2.60 18.87  -0.4090
O -0.58 -0.78 21.30  -0.3474
O -4.40 -1.35 13.12  -0.3554
O -1.12 -0.21 23.39  -0.7055
O -2.08 4.65 24.34  -0.4774
O -4.95 -6.33 21.45  -0.4772
O 4.89 4.04 17.48  -0.4595
O -2.16 0.68 21.63  0.6824
N -2.77 -4.96 20.11  -0.5121
N -4.80 4.52 18.48  0.1917
N -4.30 -0.58 16.70  0.3605
N -3.11 1.71 18.20  1.1334
N -5.10 -5.24 18.58  -0.6757
N 1.44 -6.52 16.41  -0.6413
N -6.75 2.92 24.77  -0.6806
N 3.81 3.14 14.89  -0.7871
N 2.71 -2.61 20.14  -0.2527
N -3.83 3.03 21.49  1.0482
C -5.93 -0.61 19.85  -0.8084
C 1.23 -2.74 15.01  -0.7864
C 4.13 2.84 17.33  -0.5060
C -3.52 -1.21 11.99  -0.7626
C -6.85 3.59 18.38  -0.9256
C -3.05 4.11 22.15  1.1315
C -6.96 -4.08 17.66  -1.6344
C -4.76 -1.13 15.48  0.6676
C -1.27 -0.06 22.04  -0.1604
C -6.95 1.61 24.16  0.2812
C -6.17 4.95 18.29  0.1553
C -7.49 1.84 22.80  -1.0928
C 2.75 -5.93 16.26  0.5433
C -3.03 -5.00 21.58  0.8066
C 3.08 3.05 16.14  0.6934
C 0.54 2.60 20.01  -0.7641
C 4.18 -2.77 18.26  -0.6129
C -5.59 -3.93 18.13  1.0119
C -5.50 -2.90 19.28  0.0659
C -2.59 3.07 16.21  -1.2967
C -2.31 -3.72 22.22  -0.4744
C -3.88 5.34 22.25  -1.5955
C -1.98 2.18 17.37  0.4872
C 6.46 -3.42 18.33  -0.8126
C -4.44 -5.13 22.03  -0.5329
C 3.67 -7.01 15.60  -1.5240
C -1.04 3.02 18.28  -0.4688
C 3.12 -1.89 18.95  0.6064
C -6.24 -0.58 15.41  -1.1745
C -5.65 0.71 24.10  0.2229
C 3.41 -0.41 19.18  -1.0796
C -3.87 -0.71 14.31  -0.7697
C -2.65 3.59 23.60  -0.1499
C -6.59 5.98 19.33  -0.6195
C -4.77 -1.40 23.75  -0.2253
C -8.22 7.34 18.01  -0.7211
C -0.82 5.07 23.79  -0.6612
C 1.97 1.97 16.06  -1.2552
C 2.58 -4.69 15.39  -1.0478
C -6.26 -6.70 21.80  -0.7750
C 5.74 4.00 18.59  -0.7318
H -4.08 -1.70 11.19  0.2668
H -1.90 2.80 23.63  0.1393
H 3.15 -7.39 14.72  0.3876
H -3.33 2.47 15.67  0.1830
H -3.57 2.57 18.46  -0.6505
H -2.42 -5.81 21.99  0.4952
H -0.56 5.91 24.44  0.2919
H -2.89 -1.14 14.51  0.4079
H 4.56 3.76 15.14  0.3459
H 7.46 -3.31 18.75  0.2978
H -5.03 -3.54 17.28  -0.1968
H -5.69 -5.62 19.31  0.2860
H -6.48 5.51 20.31  0.1107
H -6.53 -7.69 21.43  0.2474
H -1.24 -3.74 22.02  -0.3123
H -1.46 1.31 16.96  0.2242
H -7.44 8.08 17.85  0.3143
H 2.49 0.06 19.52  0.1640
H 4.28 2.27 14.69  0.2757
H -6.61 2.96 17.52  0.0959
H -1.86 3.38 15.46  0.3951
H -5.83 6.75 19.44  0.4463
H 1.63 -7.18 17.15  0.2988
H -6.39 2.79 25.71  0.2510
H -4.49 -5.29 23.11  0.7157
H 5.13 3.81 19.47  0.2655
H 2.55 3.99 16.31  0.2423
H -6.25 0.44 15.77  0.1826
H -2.66 -2.73 21.92  0.0631
H -3.82 1.17 17.72  -0.1424
H -2.51 -1.61 11.99  0.2591
H -6.96 -4.83 16.86  0.4080
H -1.78 -4.91 19.95  0.4012
H -3.36 2.13 21.52  -0.4206
H -2.45 -3.74 23.30  0.4827
H 3.46 -2.41 20.78  0.1707
H -7.73 0.87 22.36  0.2185
H 6.56 3.29 18.49  0.3073
H -3.19 3.93 16.51  0.1825
H -4.58 4.26 19.43  -0.5895
H -8.45 2.37 22.80  0.4745
H -9.13 7.89 18.23  0.2620
H 4.30 -2.49 17.22  0.5700
H -4.73 -1.11 17.45  -0.3925
H 3.10 -5.70 17.26  0.2519
H 1.36 1.75 16.93  0.0194
H -6.60 -0.76 20.69  0.4183
H -5.04 -2.45 23.60  0.0837
H -4.30 -5.16 19.20  0.2228
H -7.43 -3.20 17.22  0.2264
H 4.65 -6.54 15.48  0.3946
H -6.23 5.37 17.29  0.5126
H -7.70 1.15 24.81  0.5517
H 2.23 -1.89 18.31  -0.0328
H -6.44 -6.76 22.87  0.3325
H -3.50 3.16 24.13  0.0435
H -4.53 -2.87 19.77  -0.3262
H 0.74 -3.27 14.20  0.3534
H -6.20 -3.30 20.02  0.4991
H 3.60 -4.34 15.19  0.3190
H -6.94 -5.93 21.42  0.2975
H 6.30 4.93 18.70  0.2870
H 4.86 2.07 17.10  0.3888
H -4.82 -2.21 15.60  0.2287
H -3.40 -0.15 11.76  0.3167
H -7.69 3.17 25.01  0.2901
H -4.95 -0.37 20.26  0.1378
H -3.33 6.06 22.85  0.4481
H -4.32 -1.06 22.82  0.0102
H 2.33 1.00 15.71  0.4269
H 0.04 3.26 20.71  0.0987
H -6.90 -1.17 16.05  0.1185
H -4.98 1.02 23.30  -0.4309
H -4.18 5.29 18.31  0.2756
H 1.37 -7.19 15.66  0.2685
H -6.57 3.06 19.30  -0.0723
H 0.54 -2.03 15.47  0.0672
H -6.27 0.38 19.53  0.1918
H -3.33 -0.80 16.83  -0.1899
H 1.39 3.06 19.50  0.2003
H -1.01 5.42 22.77  0.2918
H 3.69 -7.89 16.23  0.4250
H -0.34 3.56 17.64  0.2826
H 3.64 2.58 18.27  0.1996
H 6.67 -3.23 17.28  0.3268
H -6.61 -0.55 14.38  0.4002
H 2.03 -2.17 14.52  0.3605
H 1.36 2.34 15.23  0.3071
H -6.73 2.33 22.21  -0.1033
H -7.93 3.70 18.32  0.5407
H -5.00 0.94 24.95  0.4042
H -0.01 4.36 23.73  0.2638
H -3.99 -1.44 24.50  0.3557
H 1.02 1.79 20.55  0.2160
H 2.14 -5.06 14.47  0.3962
H 3.65 -0.01 18.19  0.1246
H -1.68 3.75 18.77  0.1071
H -4.12 5.80 21.29  0.3009
H -8.46 6.72 17.15  0.2670
H 6.15 -4.47 18.38  0.3081
H 3.82 -3.80 18.31  -0.0147
H 2.64 -3.61 19.99  0.3331
H -3.00 -4.03 19.78  -0.5110
H -3.75 0.36 14.14  0.3828
H -2.17 4.29 21.52  -0.1603
H -7.57 -4.42 18.50  0.3647
H -1.85 0.39 23.57  0.3297
H 4.32 -0.31 19.78  0.3715
H -4.61 2.73 22.06  -0.7586
H -5.04 -4.27 21.72  -0.2130
H -4.84 5.06 22.69  0.2833

2.
C42H50HfI2N8O2P as an isolated structure in a non-equilibrium geometry. Source: the OMol25 dataset; level of theory: ωB97M-V with the def2-TZVPD basis set.

Its total charge is +3. The LUMO energy is -8.93 eV. The calculation puts the HOMO-LUMO gap at 6.001 eV. For the calculated total energy, the calculation gives -3203.030763 Eh. The spin multiplicity is 1. The energy above the lowest of the compared OMol25 structures with the same formula, charge and spin is 83.17 kJ/mol. Its HOMO energy is -14.93 eV.

Last column: Mulliken charge in e.
Atoms and positions in Å:
Hf -0.57 -0.21 0.48  1.3788
I -3.35 6.02 3.49  0.1994
I -0.52 1.14 5.51  0.1616
P -2.23 -1.98 1.87  2.6805
O -0.64 0.48 2.30  -0.0821
O 1.14 5.56 -4.28  -0.5719
N -2.31 -0.99 -0.98  -0.3131
N -0.12 0.69 -1.60  1.4332
N 2.62 3.94 -4.87  -0.0486
N 1.36 3.75 -2.89  -0.0393
N -4.83 -2.96 2.22  0.2830
N -1.92 1.68 0.34  0.3218
N -3.75 -2.16 4.20  0.2744
N -3.09 -4.25 3.23  0.2796
C -3.25 3.46 -0.54  -1.4722
C -3.22 -1.17 -1.67  0.5604
C 4.61 0.85 -5.22  -0.8638
C 3.49 2.86 -4.55  -0.2088
C 6.20 -0.36 -3.71  -1.7727
C 2.17 0.31 0.63  1.0920
C -3.25 4.12 0.67  -0.8233
C -4.29 -1.40 -2.55  -1.5764
C 5.24 0.76 -3.99  0.7972
C -2.57 2.25 -0.67  -0.1914
C 1.36 -1.87 -0.09  0.8805
C 1.70 4.52 -4.09  0.1581
C -2.60 3.55 1.77  0.9838
C 0.36 1.94 -1.69  -0.9484
C -1.94 2.30 1.55  0.2060
C -2.55 4.11 3.08  -0.5612
C -5.00 -2.24 3.46  -0.8796
C 1.25 -2.28 1.27  0.8022
C 5.00 1.75 -3.05  -0.6855
C -0.20 -0.03 -2.74  -0.6817
C 4.13 2.80 -3.32  0.0964
C 0.81 2.53 -2.89  -0.2670
C -1.96 3.40 4.10  -0.0825
C 2.37 0.91 3.06  -1.7071
C 0.67 1.76 -4.07  -0.1706
C -1.34 2.17 3.87  0.3930
C 3.74 1.89 -5.50  -0.3372
C 1.95 -0.05 1.98  0.4806
C -1.99 -3.79 2.45  -1.4950
C 2.75 -0.50 -1.70  -1.3547
C 1.99 -0.64 -0.40  0.9364
C 1.47 -1.81 3.73  -2.2643
C 1.20 -3.76 1.53  -1.9186
C 0.17 0.49 -3.98  -1.9004
C -4.34 -4.30 2.50  -0.9854
C -1.28 1.62 2.60  -0.9863
C -3.26 -3.50 4.47  -0.9339
C -4.02 -2.27 1.27  -1.6428
C 2.83 1.63 0.32  -1.8194
C 1.19 -2.92 -1.16  -2.3062
C 1.52 -1.36 2.30  1.5914
C -2.77 -1.33 3.57  -1.2514
H -5.08 -4.83 3.11  0.3327
H 0.04 -0.11 -4.87  0.5277
H -2.54 1.74 -1.62  0.4190
H -3.19 -0.32 3.44  0.5613
H -4.20 -4.85 1.57  0.3594
H 0.93 2.18 -5.03  0.8177
H -1.88 -1.27 4.20  0.1276
H 0.80 -2.64 3.88  0.3786
H 3.05 -1.48 -2.06  0.6015
H 3.28 1.96 -6.48  0.4980
H 7.11 -0.21 -4.29  0.4628
H -4.32 -2.46 -2.80  0.3925
H 3.66 0.07 -1.52  0.1528
H -1.95 3.82 5.09  0.4948
H 1.35 -3.99 2.58  0.5262
H -4.16 -0.82 -3.47  0.4405
H 2.22 0.00 -2.50  -0.0223
H 3.30 1.39 2.79  0.3942
H 1.62 1.68 3.22  0.2384
H 1.14 -1.01 4.38  0.1940
H -3.98 -2.85 0.34  0.4802
H 1.01 -2.49 -2.14  0.5677
H 5.78 -1.32 -4.01  0.3862
H 4.81 0.11 -5.98  0.4902
H 2.53 0.40 4.00  0.4024
H 0.37 -3.61 -0.92  0.3733
H 6.48 -0.41 -2.66  0.3277
H -3.99 -4.03 5.09  0.2915
H -1.09 -3.84 3.06  0.4289
H -3.77 3.87 -1.39  0.5193
H -2.31 -3.45 5.00  0.3784
H -5.37 -1.23 3.26  0.3522
H 2.47 -2.11 4.07  0.4725
H -0.58 -1.03 -2.66  0.6272
H -5.73 -2.77 4.08  0.2949
H 2.38 2.45 0.89  0.5132
H 3.88 1.59 0.61  0.6385
H 5.54 1.75 -2.11  0.4948
H -3.75 5.08 0.77  0.3220
H 0.28 -4.23 1.19  0.3035
H 4.00 3.59 -2.60  0.5288
H 2.09 -3.53 -1.25  0.5839
H 0.38 2.52 -0.78  0.4668
H 2.79 1.87 -0.74  -0.2377
H 2.82 4.42 -5.74  0.2859
H 2.02 -4.22 0.99  0.4425
H -4.48 -1.29 1.06  0.4091
H -5.25 -1.12 -2.10  0.3594
H 1.19 4.35 -2.09  0.2814
H -1.89 -4.43 1.57  0.4704

- Which value of total charge does entry 2 give?
  +3